(1)
A cluster of 2 separate species, C6H11N3O in total. Source: the OMol25 dataset; level of theory: wB97M-V/def2-TZVPD.

ORCA input file:
```
! wB97M-V def2-TZVPD RIJCOSX def2/J DEFGRID3
* xyz 0 1
C 0.25 2.11 -1.93
C -1.06 2.52 -1.35
O -1.95 3.01 -2.03
N -1.22 2.31 -0.02
H 0.87 1.58 -1.22
H 0.77 2.97 -2.35
H -2.13 2.45 0.40
H -0.46 2.11 0.61
H 0.10 1.41 -2.76
C 2.22 -1.89 0.35
C -0.20 -2.57 0.90
C 0.80 -1.66 0.73
C -0.92 -0.56 1.40
N -1.29 -1.85 1.32
N 0.34 -0.41 1.07
H -0.21 -3.64 0.89
H -2.21 -2.21 1.50
H 2.36 -1.89 -0.73
H 2.57 -2.85 0.74
H -1.57 0.22 1.73
H 2.93 -1.18 0.77
*
```

Calculated values
- E_tot: -474.75875 Ha
- Energy above the lowest of the compared OMol25 structures with the same formula, charge and spin: 4.7 kcal/mol
- Orbital gap: 9.563 eV
- LUMO level: 0.6828 eV

(2)
A structure of composition C22H40IrN5O5SSi4Te in a non-equilibrium geometry. Source: the OMol25 dataset; level of theory: wB97M-V/def2-TZVPD.

ORCA input file:
```
! wB97M-V def2-TZVPD RIJCOSX def2/J DEFGRID3
* xyz 0 1
Ir 0.25 -0.52 0.22
N -1.19 0.01 1.70
C -1.58 1.43 1.52
C -1.64 1.76 0.04
O -2.28 2.71 -0.34
O -0.95 0.94 -0.70
H -1.96 -0.58 1.41
H -0.99 -0.18 2.68
H -0.81 2.06 1.97
H -2.54 1.67 1.99
N 5.80 -5.44 -1.73
C 5.03 -4.31 -1.96
C 4.04 -4.31 -2.94
C 3.22 -3.21 -3.12
C 3.40 -2.09 -2.32
C 4.38 -2.07 -1.33
C 5.19 -3.17 -1.15
S 2.30 -0.74 -2.46
O 1.85 -0.61 -3.81
O 2.86 0.38 -1.76
N 1.06 -1.25 -1.48
C -0.03 -1.92 -1.89
N -0.16 -2.66 -2.99
C -1.38 -3.09 -3.24
C -2.48 -2.83 -2.42
C -2.22 -2.20 -1.22
N -0.98 -1.79 -0.93
H 5.86 -6.09 -2.49
H 6.67 -5.29 -1.25
H 3.92 -5.18 -3.58
H 2.45 -3.20 -3.87
H 4.51 -1.17 -0.74
H 5.97 -3.16 -0.40
H -1.50 -3.70 -4.13
H -3.48 -3.14 -2.68
H -2.98 -2.06 -0.46
O 2.75 0.72 1.25
C 1.72 0.36 0.97
C 3.55 -5.42 2.76
Si 2.01 -5.28 3.81
C 2.26 -3.95 5.10
C 1.69 -6.90 4.69
Si 0.14 -4.66 2.53
Te 1.20 -2.75 1.28
Si -1.69 -4.07 3.84
C -2.09 -5.46 5.04
C -3.22 -3.75 2.79
C -1.34 -2.50 4.80
Si -0.39 -6.22 0.88
C -1.73 -5.56 -0.25
C -1.02 -7.78 1.72
C 1.12 -6.61 -0.15
H 4.42 -5.59 3.40
H 3.71 -4.49 2.20
H 3.49 -6.23 2.04
H 3.22 -4.07 5.61
H 1.47 -3.98 5.86
H 2.25 -2.95 4.64
H 2.53 -7.14 5.34
H 1.55 -7.73 4.00
H 0.79 -6.84 5.31
H -2.26 -6.39 4.51
H -2.98 -5.23 5.63
H -1.26 -5.63 5.73
H -3.59 -4.67 2.34
H -2.99 -3.06 1.97
H -4.02 -3.32 3.40
H -0.54 -2.64 5.53
H -2.23 -2.15 5.33
H -1.01 -1.71 4.12
H -2.65 -5.34 0.30
H -1.97 -6.29 -1.03
H -1.40 -4.65 -0.73
H -1.94 -7.59 2.27
H -0.29 -8.17 2.43
H -1.22 -8.57 0.99
H 1.51 -5.69 -0.61
H 0.88 -7.31 -0.95
H 1.93 -7.03 0.45
*
```

Calculated values
- E_tot: -3440.99727 Ha
- Energy above the lowest of the compared OMol25 structures with the same formula, charge and spin: 33.9 kcal/mol
- Orbital gap: 7.122 eV
- LUMO level: -0.3116 eV

(3)
The molecule C4H4O in a non-equilibrium geometry. Source: the OMol25 dataset; level of theory: wB97M-V/def2-TZVPD.

ORCA input file:
```
! wB97M-V def2-TZVPD RIJCOSX def2/J DEFGRID3
* xyz 0 1
O -0.59 1.45 0.29
C -0.99 0.55 -0.40
C -0.25 -0.81 -0.46
C 1.07 -0.55 0.11
C 1.45 0.33 0.86
H -1.92 0.69 -0.97
H -0.37 -1.33 -1.42
H -0.69 -1.44 0.31
H 1.81 1.07 1.54
*
```

Calculated values
- E_tot: -229.93591 Ha
- Energy above the lowest of the compared OMol25 structures with the same formula, charge and spin: 57.8 kcal/mol
- Orbital gap: 10.785 eV
- LUMO level: 0.9591 eV

(4)
A structure of composition C49H42BrN7O5PPbS. Source: the OMol25 dataset; level of theory: wB97M-V/def2-TZVPD.

ORCA input file:
```
! wB97M-V def2-TZVPD RIJCOSX def2/J DEFGRID3
* xyz -1 1
Pb -0.02 -1.02 0.00
O 1.79 -4.98 -3.98
C 1.89 -3.82 -4.64
C 2.57 -3.83 -5.86
C 2.70 -2.68 -6.61
C 2.16 -1.48 -6.16
C 1.50 -1.46 -4.95
C 1.35 -2.60 -4.16
C 0.64 -2.45 -2.85
O 0.28 -1.29 -2.51
N 0.44 -3.58 -2.18
N -0.19 -3.42 -0.97
C -0.80 -4.43 -0.50
C -1.51 -4.46 0.79
C -1.17 -5.56 1.59
C -1.65 -5.77 2.86
C -2.54 -4.84 3.39
C -2.94 -3.77 2.63
C -2.46 -3.55 1.32
O -3.05 -2.48 0.77
H 1.26 -4.78 -3.15
H 2.99 -4.77 -6.20
H 3.23 -2.71 -7.56
H 2.26 -0.57 -6.75
H 1.07 -0.55 -4.56
H -0.74 -5.38 -1.05
H -0.46 -6.27 1.17
H -1.33 -6.63 3.44
H -2.94 -4.96 4.39
H -3.65 -3.04 3.00
C -5.39 0.56 1.16
C -4.57 1.55 0.36
N -3.42 2.13 1.10
C -2.32 1.23 1.21
S -2.70 -1.76 -0.77
N -2.37 0.42 2.22
N -1.34 -0.49 2.28
C -1.10 -1.04 3.41
C -1.82 -0.69 4.68
C -0.05 -2.09 3.45
C 0.26 -2.75 4.64
C 1.26 -3.71 4.64
C 1.93 -3.99 3.47
C 1.56 -3.29 2.33
N 0.60 -2.38 2.32
H -6.17 0.12 0.53
H -4.75 -0.25 1.52
H -5.87 1.04 2.02
H -4.17 1.05 -0.52
H -5.18 2.39 0.02
H -3.74 2.33 2.05
H -2.63 0.00 4.45
H -2.22 -1.58 5.16
H -1.13 -0.20 5.38
H -0.27 -2.52 5.55
H 1.50 -4.24 5.55
H 2.72 -4.73 3.42
H 2.05 -3.47 1.38
Br 9.03 1.15 1.28
C 7.13 0.99 1.18
C 6.57 0.31 0.12
C 5.19 0.20 0.06
C 4.38 0.76 1.04
C 4.98 1.44 2.09
C 6.36 1.56 2.17
C 2.86 0.65 0.96
O 2.21 1.11 1.91
O 2.41 0.06 -0.06
H 7.20 -0.14 -0.64
H 4.70 -0.33 -0.75
H 4.33 1.87 2.85
H 6.83 2.09 2.99
N -1.31 1.34 0.31
P -1.09 2.69 -0.51
C -2.08 2.81 -2.02
C -2.71 1.65 -2.45
C -3.37 1.63 -3.67
C -3.40 2.77 -4.46
C -2.74 3.92 -4.05
C -2.07 3.94 -2.84
C -1.27 4.14 0.56
C -0.62 4.04 1.80
C -0.71 5.07 2.71
C -1.46 6.20 2.41
C -2.12 6.29 1.20
C -2.03 5.26 0.28
C 0.60 2.69 -1.14
C 1.62 3.41 -0.54
C 2.91 3.35 -1.05
C 3.18 2.55 -2.14
C 2.18 1.80 -2.73
C 0.89 1.87 -2.24
H -2.67 0.76 -1.83
H -3.86 0.72 -3.99
H -3.92 2.76 -5.41
H -2.74 4.80 -4.68
H -1.50 4.82 -2.55
H -0.05 3.14 2.04
H -0.20 4.99 3.67
H -1.53 7.01 3.13
H -2.72 7.16 0.97
H -2.59 5.32 -0.65
H 1.43 4.03 0.32
H 3.70 3.91 -0.57
H 4.20 2.49 -2.53
H 2.40 1.14 -3.56
H 0.12 1.25 -2.68
*
```

Calculated values
- E_tot: -6158.47079 Ha
- Energy above the lowest of the compared OMol25 structures with the same formula, charge and spin: 0.0 kcal/mol
- Orbital gap: 6.576 eV
- LUMO level: 2.1856 eV

(5)
A structure of composition C27H43BrN2O2P2Ti in a non-equilibrium geometry. Source: the OMol25 dataset; level of theory: wB97M-V/def2-TZVPD.

ORCA input file:
```
! wB97M-V def2-TZVPD RIJCOSX def2/J DEFGRID3
* xyz 4 1
C 0.20 5.46 -4.94
C 0.08 4.10 -5.39
C -0.35 4.00 -6.75
C -0.61 5.14 -7.51
N -0.51 6.40 -7.06
C -0.09 6.53 -5.80
C 0.21 3.00 -4.46
C 0.06 2.41 -3.31
C -1.18 2.50 -2.41
C -1.19 3.05 -1.09
C -2.07 2.54 -0.18
C -3.36 2.10 -0.57
C -3.52 1.85 -1.97
C -2.47 2.15 -2.84
Ti 0.17 0.60 -2.39
P 2.52 -0.60 -2.01
H -0.57 3.04 -7.20
H 0.43 5.70 -3.90
H -0.94 5.10 -8.55
H 0.00 7.57 -5.46
H -2.59 2.21 -3.91
H -0.45 3.82 -0.87
H -4.45 1.48 -2.43
H -1.78 2.57 0.90
C 2.39 -2.04 -0.88
C 3.11 -3.34 -1.25
H 1.31 -2.24 -0.74
H 2.77 -1.68 0.09
H 2.96 -4.05 -0.42
H 2.70 -3.82 -2.16
H 4.19 -3.21 -1.38
C 2.91 -1.15 -3.65
C 3.07 0.03 -4.61
H 2.11 -1.81 -3.98
H 3.83 -1.74 -3.55
H 3.17 -0.35 -5.63
H 2.21 0.73 -4.59
H 3.97 0.61 -4.37
C 4.11 0.09 -1.34
C 5.37 -0.81 -1.37
H 3.90 0.37 -0.29
H 4.28 1.03 -1.89
H 6.25 -0.16 -1.24
H 5.38 -1.54 -0.55
H 5.51 -1.35 -2.32
Br -4.40 1.54 0.80
P -1.56 -1.39 -2.60
C -0.32 -2.71 -3.09
C -0.74 -4.10 -3.54
H 0.25 -2.85 -2.15
H 0.35 -2.24 -3.83
H 0.16 -4.68 -3.83
H -1.20 -4.65 -2.71
H -1.41 -4.10 -4.41
C -2.93 -2.72 -2.09
C -3.84 -3.41 -3.12
H -3.58 -2.17 -1.38
H -2.44 -3.51 -1.50
H -4.56 -4.06 -2.60
H -4.45 -2.72 -3.72
H -3.33 -4.08 -3.81
C -2.33 -0.78 -4.14
C -2.29 -1.65 -5.37
H -1.80 0.16 -4.35
H -3.36 -0.50 -3.89
H -2.54 -1.04 -6.24
H -1.30 -2.05 -5.57
H -3.01 -2.47 -5.37
N -0.21 0.99 1.98
C 1.07 1.52 1.35
C 0.86 1.33 -0.09
O 1.26 2.03 -1.07
O 0.03 0.37 -0.36
H -1.05 1.42 1.56
H -0.26 1.16 2.99
H -0.26 -0.03 1.81
H 1.26 2.55 1.66
H 1.91 0.90 1.69
*
```

Calculated values
- E_tot: -5419.10592 Ha
- Energy above the lowest of the compared OMol25 structures with the same formula, charge and spin: 0.0 kcal/mol
- Orbital gap (spin up / spin down): 5.899 / 5.901 eV
- LUMO level (spin up / spin down): -14.0486 / -14.0462 eV

(6)
A structure of composition C25H36BiF3IN2O6S. Source: the OMol25 dataset; level of theory: wB97M-V/def2-TZVPD.

ORCA input file:
```
! wB97M-V def2-TZVPD RIJCOSX def2/J DEFGRID3
* xyz 1 1
Bi 0.33 -1.22 -0.61
C 4.37 0.40 -0.19
C 3.59 0.50 1.09
N 3.93 1.43 1.97
C 3.27 1.50 3.13
C 2.26 0.63 3.49
C 1.57 0.75 4.82
O 0.15 0.77 4.69
C 1.86 -0.33 2.54
C 0.79 -1.26 2.89
N -0.02 -1.74 2.03
C -1.11 -2.53 2.44
C -1.88 -2.21 3.55
C -3.01 -2.94 3.87
C -3.39 -4.02 3.08
C -2.63 -4.37 1.97
C -1.52 -3.61 1.66
I -0.35 -4.11 -0.02
C 2.51 -0.38 1.31
O 2.20 -1.26 0.35
H 5.15 1.15 -0.21
H 3.70 0.53 -1.05
H 4.80 -0.60 -0.29
H 3.58 2.29 3.80
H 1.92 1.65 5.33
H 1.83 -0.09 5.46
H -0.18 1.65 4.87
H 0.71 -1.55 3.94
H -1.58 -1.36 4.16
H -3.59 -2.68 4.74
H -4.27 -4.60 3.32
H -2.90 -5.22 1.36
C -0.12 1.60 1.15
O -0.95 1.48 0.00
C -2.34 1.55 0.32
C -2.84 0.24 0.93
O -2.47 -0.90 0.18
C -3.26 -1.25 -0.94
C -2.83 -0.67 -2.27
O -1.61 -1.27 -2.66
C -1.31 -1.07 -4.04
H -0.14 2.62 1.54
H -0.41 0.91 1.94
H 0.90 1.35 0.84
H -2.54 2.37 1.02
H -2.86 1.77 -0.61
H -2.39 0.10 1.92
H -3.93 0.29 1.06
H -3.16 -2.34 -1.01
H -4.31 -1.00 -0.77
H -3.62 -0.89 -3.00
H -2.69 0.42 -2.23
H -2.02 -1.62 -4.66
H -1.34 -0.01 -4.29
H -0.31 -1.46 -4.21
F 0.74 -3.28 -2.93
C 1.55 -2.44 -2.23
F 2.49 -3.21 -1.68
F 2.16 -1.67 -3.15
C 1.65 0.97 -5.07
C 1.82 2.01 -3.97
S 0.66 1.80 -2.60
O 1.28 0.74 -1.70
C 1.03 3.39 -1.77
C -0.12 4.37 -1.90
H 2.37 1.17 -5.86
H 0.65 1.03 -5.51
H 1.82 -0.03 -4.70
H 1.63 3.02 -4.35
H 2.81 1.97 -3.52
H 1.95 3.78 -2.19
H 1.21 3.10 -0.74
H -0.25 4.70 -2.94
H 0.08 5.26 -1.30
H -1.05 3.93 -1.56
*
```

Calculated values
- E_tot: -2745.00159 Ha
- Orbital gap: 8.046 eV
- LUMO level: -2.7178 eV

(7)
A cluster of 4 separate species, C5H16NO5 in total. Source: the OMol25 dataset; level of theory: wB97M-V/def2-TZVPD.

ORCA input file:
```
! wB97M-V def2-TZVPD RIJCOSX def2/J DEFGRID3
* xyz -1 1
O -0.67 -3.53 -0.94
C -0.77 -2.35 -0.70
C 0.07 -1.31 -1.42
C 1.19 -0.89 -0.47
C 1.77 0.50 -0.79
C 0.88 1.70 -0.39
O 0.95 1.99 0.98
N 0.53 -1.85 -2.71
H -1.46 -1.96 0.06
H -0.57 -0.46 -1.65
H 1.98 -1.64 -0.57
H 0.86 -0.87 0.57
H 2.01 0.58 -1.86
H 2.69 0.63 -0.21
H -0.15 1.52 -0.71
H 1.24 2.60 -0.93
H 0.54 -2.86 -2.69
H 1.47 -1.48 -2.90
H 1.64 0.62 3.37
H 1.01 0.89 1.95
O 1.04 0.20 2.75
H -0.31 2.16 1.59
H -1.22 1.53 2.68
O -1.30 2.26 2.05
H -2.32 1.71 0.93
H -3.34 2.27 -0.09
O -3.00 1.43 0.24
*
```

Calculated values
- E_tot: -631.11350 Ha
- Energy above the lowest of the compared OMol25 structures with the same formula, charge and spin: 10.7 kcal/mol
- Orbital gap: 8.614 eV
- LUMO level: 3.6088 eV

(8)
A cluster of 2 separate species, C6H10 in total in a non-equilibrium geometry. Source: the OMol25 dataset; level of theory: wB97M-V/def2-TZVPD.

ORCA input file:
```
! wB97M-V def2-TZVPD RIJCOSX def2/J DEFGRID3
* xyz 0 1
C 0.58 -1.42 -0.28
C 1.87 -1.18 -0.07
C -0.10 -0.16 -0.08
C -0.22 0.81 0.82
C -1.05 1.67 -0.09
C -0.69 0.64 -1.20
H -0.54 -1.66 1.77
H 0.18 -2.17 -0.97
H 2.65 -1.56 -0.70
H 2.15 -0.48 0.71
H 0.24 0.99 1.79
H -0.83 -1.03 2.04
H -0.73 2.70 -0.26
H -2.12 1.65 0.17
H 0.10 1.01 -1.87
H -1.48 0.18 -1.79
*
```

Calculated values
- E_tot: -234.45345 Ha
- Energy above the lowest of the compared OMol25 structures with the same formula, charge and spin: 93.5 kcal/mol
- Orbital gap: 9.409 eV
- LUMO level: 1.0926 eV

(9)
The ion C6H12N4PS with charge -1 in a non-equilibrium geometry. Source: the OMol25 dataset; level of theory: wB97M-V/def2-TZVPD.

ORCA input file:
```
! wB97M-V def2-TZVPD RIJCOSX def2/J DEFGRID3
* xyz -1 1
C 0.86 2.19 1.25
C -1.04 0.32 -2.29
C -1.56 -1.84 1.34
C 0.03 -0.65 -1.68
C -1.08 -0.42 1.08
C 2.03 -1.00 0.31
N 1.51 3.22 0.76
N 1.81 2.91 -0.49
N 1.45 1.78 -0.80
N 0.81 1.25 0.24
P 0.49 -0.36 0.13
S 0.50 2.04 2.88
H -2.04 -0.09 -2.46
H -0.96 1.09 -1.44
H -0.89 0.80 -3.29
H -2.00 -2.01 2.30
H -2.15 -2.29 0.55
H -0.62 -2.42 1.40
H 1.00 -0.81 -2.19
H -0.35 -1.72 -1.57
H -0.72 0.28 1.98
H -1.76 0.28 0.63
H 2.12 -2.11 0.30
H 2.55 -0.42 1.06
*
```

Calculated values
- E_tot: -1194.32887 Ha
- Energy above the lowest of the compared OMol25 structures with the same formula, charge and spin: 0.0 kcal/mol
- Orbital gap: 7.113 eV
- LUMO level: 3.2838 eV